No. 1
Here is a molecular structure, C2H11NO2 from the OMol25 dataset. Energies are from wB97M-V/def2-TZVPD.

```
16
Properties=species:S:1:pos:R:3:mulliken_charge:R:1
H -0.414 1.232 -0.445 0.39
O -1.016 2.358 -0.274 -0.88
N -0.377 -0.056 -0.118 -0.57
H -0.525 2.788 -0.912 0.24
H -0.105 -0.318 0.946 0.40
C 0.816 -0.736 -0.784 -0.44
H 1.741 -0.273 -0.405 0.33
H 0.903 -0.637 -1.950 0.32
H -1.337 -0.517 -0.350 0.28
C 0.745 -2.203 -0.453 -1.02
H 1.206 -2.553 0.331 0.43
H -0.347 -2.560 -0.308 0.25
H 1.118 -2.683 -1.415 0.27
O -0.456 2.085 2.257 -0.70
H -0.653 2.001 1.265 0.42
H -1.298 2.071 2.616 0.28
```

As for the total charge: 0.



No. 2
Here is a molecular structure, C15H11F6IrN2OS5SbSe2 from the OMol25 dataset. Energies are from wB97M-V/def2-TZVPD.

```
44
Properties=species:S:1:pos:R:3:lowdin_spin:R:1
Ir 0.660 -0.444 -0.205 1.45
Se -1.820 -1.185 -1.902 0.54
Se -3.152 -1.120 0.663 0.39
C -2.168 0.246 1.526 0.03
C -2.870 1.008 2.479 0.02
C -2.239 2.012 3.171 0.00
C -0.902 2.273 2.896 0.01
C -0.275 1.501 1.947 0.01
N -0.876 0.501 1.271 0.04
C -0.993 -2.708 -1.170 0.03
C -1.408 -4.005 -1.454 0.02
C -0.767 -5.069 -0.851 0.00
C 0.273 -4.817 0.032 0.02
C 0.636 -3.508 0.270 0.01
N 0.020 -2.477 -0.318 0.05
H -3.914 0.780 2.644 0.01
H -2.781 2.592 3.909 0.00
H -0.349 3.056 3.396 0.00
H 0.756 1.683 1.685 0.00
H -2.227 -4.148 -2.143 0.00
H -1.077 -6.085 -1.065 0.00
H 0.818 -5.601 0.539 0.00
H 1.441 -3.283 0.953 0.00
S 3.411 -4.169 2.569 0.28
Sb 3.937 -1.989 2.069 0.34
S 1.754 -0.835 1.893 0.67
S 3.321 -0.423 -1.040 0.57
S 5.131 -0.775 3.590 0.29
S 1.576 -1.831 -3.086 0.04
C 1.938 -1.032 -1.706 0.08
C -1.191 2.511 -1.133 0.00
C 0.325 2.477 -1.363 0.01
O 1.028 1.529 -0.684 0.07
C 0.907 3.842 -0.907 0.00
F 2.199 3.999 -1.212 0.00
F 0.251 4.903 -1.440 0.00
F 0.799 3.976 0.426 0.00
C 0.577 2.310 -2.888 0.00
F 1.869 2.173 -3.190 0.00
F -0.066 1.232 -3.349 0.00
F 0.118 3.369 -3.613 0.00
H -1.400 2.835 -0.114 0.00
H -1.585 1.506 -1.263 0.00
H -1.682 3.191 -1.830 0.00
```

As for the total charge: -2. As for the spin multiplicity: 6. Its expectation value of S² is 8.80.



No. 3
Here is 4 unconnected molecules or ions with the total composition C2H13NO3 from the OMol25 dataset. Energies are from wB97M-V/def2-TZVPD.

```
19
Properties=species:S:1:pos:R:3:mulliken_charge:R:1
C -2.506 0.521 -1.391 -1.02
C -2.308 -0.533 -0.312 -0.37
N -1.096 -0.013 0.367 -0.65
H -2.863 1.458 -0.943 0.30
H -3.225 0.243 -2.177 0.33
H -1.547 0.659 -1.893 0.26
H -2.127 -1.517 -0.758 0.33
H -3.224 -0.526 0.298 0.30
H -0.804 -0.735 1.036 0.23
H -1.341 0.840 0.857 0.21
H 2.274 -2.821 1.417 0.31
H 1.358 -4.118 1.182 0.31
O 1.468 -3.286 1.644 -0.63
H 0.239 -0.435 -0.772 0.44
H 1.593 -0.785 -1.456 0.31
O 0.695 -1.113 -1.336 -0.67
H 4.747 4.666 1.047 0.32
H 3.922 3.759 1.845 0.32
O 4.748 3.737 1.344 -0.64
```

As for the total charge: 0. Its SMILES is CCN.O.O.O.



It is found that the relative energy (zero: lowest compared OMol25 entry of this formula, charge and spin) values, taken in the order of the records, are 255.2; 49.5; 104.3 kJ/mol.